Formula: C24H20Cl5N8O4PRu
Source: the Open Molecules 2025 dataset
Level of theory: the ωB97M-V functional and the def2-TZVPD basis

## Properties
Gap between HOMO and LUMO (alpha / beta) (eV): 8.190 / 7.081
<S²>: 0.754
E (hartree): -4402.72562
LUMO level (alpha / beta) (eV): -2.84 / -3.89

```
! RIJCOSX wB97M-V def2-TZVPD def2/J DEFGRID3
* xyz 1 2
Ru 0.20 -0.62 -0.14
C -3.06 0.45 -4.45
N -2.00 -0.17 -3.66
C -1.12 -1.12 -4.10
C -0.29 -1.41 -3.06
N -0.67 -0.65 -1.99
C -1.69 0.10 -2.37
P -2.61 1.21 -1.27
C -1.19 2.04 -0.51
N -0.16 1.44 0.07
C 0.57 2.41 0.69
C -0.02 3.62 0.47
N -1.13 3.37 -0.28
C -2.09 4.38 -0.71
C -2.83 0.07 0.13
N -1.86 -0.64 0.67
C -2.39 -1.32 1.73
C -3.72 -1.01 1.81
N -3.99 -0.14 0.80
C -5.29 0.45 0.50
H -3.00 0.05 -5.46
H -2.93 1.53 -4.49
H -4.03 0.20 -4.04
H -1.15 -1.50 -5.11
H 0.52 -2.11 -2.99
H 1.49 2.20 1.18
H 0.27 4.61 0.77
H -1.57 5.34 -0.79
H -2.90 4.47 0.01
H -2.49 4.12 -1.68
H -1.82 -2.00 2.33
H -4.49 -1.35 2.49
H -6.02 0.04 1.19
H -5.60 0.20 -0.52
H -5.26 1.53 0.61
C 2.75 0.76 2.71
C 2.19 -0.60 2.56
N 1.23 -1.03 1.73
C 1.13 -2.39 1.96
C 1.98 -2.77 2.95
N 2.63 -1.63 3.31
C 2.37 -4.04 3.63
O 1.73 -5.12 3.28
O 3.24 -3.99 4.47
C 0.30 -3.22 1.07
O 0.12 -4.42 1.29
O -0.19 -2.59 0.06
H 3.21 1.09 1.78
H 3.51 0.76 3.49
H 1.98 1.47 3.01
H 3.35 -1.61 4.02
H 1.07 -4.94 2.56
Cl 3.10 -2.73 -0.70
C 3.23 -1.00 -0.76
C 2.12 -0.14 -0.92
C 2.48 1.15 -1.33
Cl 1.28 2.16 -2.12
C 3.77 1.65 -1.30
Cl 4.10 3.29 -1.71
C 4.81 0.82 -0.92
Cl 6.41 1.42 -0.79
C 4.55 -0.53 -0.72
Cl 5.85 -1.60 -0.40
*
```